Below is a molecular structure, C52H39IN7O7S2V at a distorted geometry, with properties calculated with ωB97M-V/def2-TZVPD.

Calculated values
**Spin multiplicity**: 4
**Maximum force**: 4.44 eV Å⁻¹
**Total charge**: +1
**HOMO level (spin up / spin down)**: -9.2 / -9.7 eV
**Orbital gap (spin up / spin down)**: 5.89 / 5.00 eV
**Energy above the lowest of the compared OMol25 structures with the same formula, charge and spin**: 70.1 kcal per mole

Geometry (Å):
V  0.280  -0.125  -0.483
O  -2.169  5.785  2.406
C  -2.746  4.871  1.788
O  -3.901  4.716  1.318
C  -1.840  3.643  1.486
C  -2.392  2.370  1.383
C  -1.611  1.316  0.998
N  -0.297  1.476  0.660
C  0.260  2.697  0.806
C  -0.491  3.786  1.229
C  1.724  2.898  0.563
C  2.198  4.063  -0.028
C  3.568  4.231  -0.158
C  4.415  3.233  0.292
C  3.849  2.089  0.832
N  2.533  1.917  0.969
C  -2.125  -0.067  0.868
C  -3.496  -0.400  1.114
C  -3.999  -1.594  0.577
C  -3.132  -2.540  0.109
C  -1.683  -2.361  0.383
N  -1.278  -0.944  0.400
H  -3.453  2.263  1.576
H  -0.032  4.757  1.377
H  1.505  4.811  -0.396
H  3.967  5.131  -0.612
H  5.492  3.339  0.231
H  4.473  1.262  1.164
H  -4.166  0.326  1.554
H  -5.072  -1.733  0.502
H  -3.466  -3.452  -0.378
H  -1.521  -2.727  1.403
S  -5.668  3.100  -3.319
C  -7.109  2.329  -2.843
C  -6.864  1.197  -2.132
C  -5.470  0.957  -1.975
C  -4.687  1.906  -2.566
C  -3.215  1.994  -2.580
C  -2.450  0.969  -1.996
N  -1.138  1.003  -1.875
C  -0.475  2.030  -2.464
C  -1.125  3.066  -3.123
C  -0.333  4.081  -3.774
C  1.012  4.005  -3.788
C  1.701  2.928  -3.121
C  3.095  2.793  -3.102
C  3.693  1.752  -2.429
C  2.850  0.852  -1.755
N  1.533  0.969  -1.730
C  0.954  1.982  -2.433
C  5.160  1.610  -2.355
C  6.108  2.384  -2.957
C  7.440  1.999  -2.635
C  7.477  0.936  -1.789
S  5.910  0.401  -1.380
C  -2.527  3.056  -3.124
H  -8.067  2.762  -3.109
H  -7.644  0.557  -1.735
H  -5.074  0.107  -1.429
H  -2.946  0.085  -1.613
H  -0.848  4.897  -4.274
H  1.605  4.756  -4.304
H  3.700  3.531  -3.618
H  3.268  0.037  -1.176
H  5.875  3.207  -3.626
H  8.325  2.494  -3.019
H  8.345  0.429  -1.384
H  -3.061  3.884  -3.578
O  1.512  -0.786  0.246
O  2.708  -1.366  0.636
C  -1.813  -2.636  3.889
O  -0.828  -3.096  2.954
C  -0.363  -4.345  3.078
C  -0.738  -5.208  4.105
C  -0.186  -6.476  4.206
C  0.745  -6.911  3.273
C  1.101  -6.061  2.245
C  0.547  -4.791  2.124
N  1.098  -4.000  1.043
C  0.636  -3.442  -0.029
C  -0.766  -3.226  -0.526
C  -1.173  -4.678  -0.588
C  -1.469  -5.300  -1.766
C  -1.488  -4.586  -2.977
C  -1.091  -3.249  -3.027
C  -0.625  -2.587  -1.907
O  -0.049  -1.419  -1.984
H  -2.700  -3.270  3.863
H  -2.060  -1.629  3.580
H  -1.405  -2.607  4.896
H  -1.446  -4.875  4.852
H  -0.481  -7.116  5.029
H  1.196  -7.893  3.350
H  1.821  -6.388  1.496
H  2.104  -4.064  1.020
H  1.416  -3.222  -0.742
H  -1.230  -5.211  0.359
H  -1.708  -6.358  -1.765
H  -1.796  -5.085  -3.888
H  -1.078  -2.707  -3.966
N  2.490  -0.326  3.393
C  1.306  0.296  3.587
O  0.331  0.087  2.876
C  1.240  1.282  4.736
I  1.098  0.262  6.608
H  2.612  -0.823  2.520
H  3.297  -0.073  3.932
H  0.357  1.898  4.643
H  2.132  1.900  4.798

---

Below is a molecular structure, C52H40CdCl5NO5P2SSi at a distorted geometry, with properties calculated with ωB97M-V/def2-TZVPD.

Calculated values
**Maximum force**: 3.37 eV Å⁻¹
**Total charge**: -2
**HOMO level**: -2.2 eV
**Orbital gap**: 6.01 eV
**Energy above the lowest of the compared OMol25 structures with the same formula, charge and spin**: 0.0 kcal per mole

Geometry (Å):
Cd  -0.387  -0.636  -0.450
C  -3.098  2.125  -0.315
Si  -1.282  1.645  0.196
C  -0.767  1.899  2.026
C  -0.410  3.203  2.250
C  -0.112  3.635  3.515
C  0.134  2.671  4.535
C  -0.277  1.378  4.294
C  -0.763  0.934  3.069
P  -1.337  -0.921  2.730
C  -3.080  -0.498  2.598
C  -3.924  -1.302  1.792
C  -5.227  -0.877  1.611
C  -5.655  0.337  2.198
C  -4.882  1.163  2.936
C  -3.577  0.692  3.182
C  -1.196  -1.420  4.463
C  -2.238  -1.315  5.453
C  -1.989  -1.408  6.780
C  -0.750  -1.669  7.282
C  0.277  -1.843  6.353
C  0.031  -1.772  4.949
C  -0.241  3.037  -0.587
C  -0.801  4.207  -1.165
C  -0.007  5.259  -1.627
C  1.369  5.101  -1.623
C  1.900  3.969  -1.154
C  1.162  2.835  -0.712
P  2.057  1.438  -0.081
C  2.687  2.011  1.534
C  2.545  1.037  2.571
C  3.042  1.369  3.832
C  3.688  2.581  4.033
C  3.842  3.481  2.998
C  3.276  3.232  1.732
C  3.412  1.320  -1.229
C  4.713  0.958  -0.832
C  5.720  0.675  -1.721
C  5.529  0.920  -3.079
C  4.264  1.402  -3.479
C  3.210  1.542  -2.573
H  -3.825  1.382  0.050
H  -3.558  3.125  -0.052
H  -3.021  1.906  -1.388
H  -0.467  3.942  1.512
H  -0.005  4.734  3.607
H  0.447  2.954  5.537
H  -0.011  0.656  5.057
H  -3.642  -2.228  1.264
H  -5.989  -1.426  1.066
H  -6.695  0.645  1.930
H  -5.223  2.098  3.355
H  -3.030  1.298  3.898
H  -3.282  -1.269  5.173
H  -2.901  -1.273  7.430
H  -0.640  -1.854  8.307
H  1.256  -2.100  6.710
H  0.820  -1.933  4.232
H  -1.855  4.318  -1.187
H  -0.430  6.155  -1.973
H  1.973  5.922  -1.891
H  2.963  3.937  -1.129
H  2.114  0.053  2.282
H  2.898  0.590  4.607
H  4.063  2.768  5.016
H  4.523  4.313  2.967
H  3.311  4.038  0.965
H  4.833  0.716  0.219
H  6.643  0.358  -1.278
H  6.351  0.825  -3.796
H  4.077  1.687  -4.558
H  2.304  2.035  -2.860
C  -0.323  -4.162  -6.889
C  -0.921  -3.761  -5.572
C  -1.683  -2.629  -5.449
C  -2.239  -2.318  -4.209
C  -1.951  -3.014  -3.045
C  -1.133  -4.114  -3.167
C  -0.632  -4.476  -4.434
S  -2.724  -2.628  -1.525
O  -3.643  -3.690  -1.099
O  -3.381  -1.388  -1.881
N  -1.611  -2.512  -0.447
C  -1.436  -3.454  0.673
C  -1.496  -2.884  2.159
O  -1.447  -3.733  3.008
O  -0.057  -1.103  1.848
H  -0.899  -4.904  -7.391
H  0.655  -4.604  -6.721
H  -0.255  -3.273  -7.523
H  -1.774  -1.953  -6.323
H  -2.913  -1.459  -4.141
H  -0.900  -4.696  -2.275
H  -0.033  -5.379  -4.571
H  -0.540  -4.057  0.576
H  -2.293  -4.200  0.638
Cl  2.148  -1.644  -7.671
C  1.828  -1.702  -5.967
C  1.022  -0.749  -5.427
Cl  0.481  0.605  -6.315
C  0.708  -0.694  -4.077
Cl  -0.122  0.578  -3.312
C  1.239  -1.702  -3.180
O  1.097  -1.733  -1.929
C  2.082  -2.689  -3.802
Cl  2.634  -3.986  -2.845
C  2.350  -2.684  -5.173
Cl  3.302  -3.976  -5.898

---

Q: Among the records above, which one has the lowest energy above the lowest of the compared OMol25 structures with the same formula, charge and spin?
A: C52H40CdCl5NO5P2SSi

---

Q: The lowest maximum force belongs to which entry?
A: C52H40CdCl5NO5P2SSi

---

Q: Which formula does entry 1 have?
A: C52H39IN7O7S2V